No. 1
3 unconnected molecules or ions with the total composition C33H40N2O11 in a non-equilibrium geometry. Source: OMol25; level of theory: ωB97M-V with the def2-TZVPD basis set.

Its HOMO energy is -8.13 eV. Its multiplicity is 1. As for the electronic energy: -2218.32170 Eh. Its orbital gap is 6.415 eV.

CARTESIAN COORDINATES (ANGSTROEM)
N  -3.928  -3.956  -0.725
C  -2.551  -4.395  -1.211
C  -2.609  -4.257  -2.815
C  -2.184  -3.122  -3.589
C  -1.545  -1.806  -2.949
C  -2.044  -0.428  -3.610
C  -0.793  0.452  -4.168
C  0.288  0.815  -3.039
C  1.651  -0.076  -3.123
C  2.110  -0.485  -1.623
C  3.520  0.205  -1.190
C  3.927  -0.442  0.255
C  4.360  0.735  1.265
C  3.062  1.130  2.168
C  2.559  2.576  1.624
C  0.941  2.742  1.686
N  0.595  3.910  2.554
C  0.908  5.192  1.939
C  0.415  6.195  3.021
C  -0.147  5.375  4.243
C  -0.008  3.873  3.862
C  -2.460  -3.534  -5.104
O  -2.346  -2.833  -6.133
O  -2.872  -4.918  -5.038
C  -3.162  -5.439  -3.730
O  -3.662  -6.530  -3.417
H  -4.226  -3.277  -1.452
H  -3.852  -3.488  0.190
H  -1.790  -3.683  -0.744
H  -2.412  -5.479  -0.871
H  -0.408  -1.875  -3.158
H  -1.675  -1.786  -1.806
H  -2.767  -0.569  -4.499
H  -2.600  0.196  -2.810
H  -1.268  1.455  -4.501
H  -0.366  -0.037  -5.107
H  0.635  1.900  -3.253
H  -0.148  0.844  -1.971
H  2.520  0.488  -3.601
H  1.497  -1.032  -3.759
H  1.355  -0.173  -0.814
H  2.271  -1.623  -1.496
H  3.412  1.339  -1.119
H  4.366  -0.034  -1.924
H  4.822  -1.165  0.160
H  3.026  -1.055  0.609
H  5.191  0.434  1.999
H  4.742  1.637  0.657
H  3.415  1.180  3.266
H  2.229  0.349  2.039
H  3.080  3.402  2.231
H  2.839  2.699  0.509
H  0.545  2.985  0.627
H  0.425  1.813  2.129
H  1.395  5.356  0.925
H  0.446  7.338  2.948
H  -0.594  5.764  5.214
H  -0.288  2.924  4.420
O  -6.638  -3.834  0.908
C  -7.525  -4.665  0.821
C  -7.263  -6.056  0.436
C  -8.264  -6.933  0.335
O  -8.035  -8.228  -0.018
C  -9.675  -6.536  0.604
O  -10.566  -7.359  0.484
C  -9.934  -5.151  1.012
C  -8.933  -4.275  1.116
O  -9.158  -2.986  1.496
H  -6.235  -6.330  0.242
H  -8.915  -8.655  -0.022
H  -10.961  -4.880  1.221
H  -8.279  -2.558  1.493
O  9.371  6.254  1.535
C  8.350  5.711  1.921
C  7.015  6.192  1.552
C  5.921  5.579  2.010
O  4.674  6.015  1.673
C  6.014  4.394  2.909
O  4.994  3.870  3.323
C  7.349  3.898  3.259
C  8.443  4.509  2.799
O  9.689  4.059  3.112
H  6.962  7.054  0.901
H  4.054  5.411  2.130
H  7.402  3.026  3.898
H  10.306  4.668  2.661

***

No. 2
A molecular structure, C33H40N4NiP2S in a non-equilibrium geometry. Source: OMol25; level of theory: ωB97M-V with the def2-TZVPD basis set.

Its HOMO energy (alpha / beta) is -7.80 / -8.33 eV. Its multiplicity is 3. The value obtained for the energy relative to the best compared isomer or geometry (same formula, charge and spin) is 0.0 kcal per mole. As for the electronic energy: -4089.36685 Eh. Its orbital gap (alpha / beta) is 6.857 / 6.703 eV.

CARTESIAN COORDINATES (ANGSTROEM)
Ni  -2.324  0.521  1.151
C  3.699  0.002  2.803
C  3.048  0.599  1.792
C  2.282  -0.150  0.630
C  1.196  -1.157  1.002
C  1.732  -2.585  1.015
C  2.972  -3.030  1.394
C  4.265  -2.230  1.507
C  4.477  -1.280  2.727
C  -2.493  -0.921  2.916
H  3.718  0.520  3.796
H  2.727  1.682  1.916
H  3.065  -0.643  0.035
H  1.763  0.600  0.041
H  0.800  -0.947  2.058
H  0.269  -1.113  0.313
H  1.097  -3.396  0.568
H  2.998  -4.069  1.740
H  4.609  -1.757  0.552
H  5.101  -2.928  1.668
H  4.398  -1.892  3.637
H  5.505  -0.916  2.581
H  -1.419  -0.777  3.157
H  -2.442  -2.014  2.588
H  -2.832  -0.861  3.969
P  -2.068  -0.992  -1.415
P  -0.519  2.506  -1.033
N  -1.237  -2.317  -2.307
N  -3.515  -1.143  -2.502
N  0.932  2.215  -2.087
N  -0.723  4.166  -1.666
C  -1.268  0.261  -2.584
C  -1.682  1.727  -2.291
C  -1.014  -3.563  -1.712
C  -0.576  -4.501  -2.652
C  -0.507  -3.766  -3.898
C  -0.884  -2.447  -3.656
C  -4.794  -1.271  -1.972
C  -5.699  -1.485  -2.986
C  -4.962  -1.471  -4.217
C  -3.631  -1.264  -3.886
C  2.250  2.143  -1.566
C  3.165  2.056  -2.631
C  2.395  2.094  -3.815
C  1.038  2.136  -3.478
C  -0.173  4.867  -2.745
C  -0.924  5.993  -3.039
C  -2.016  6.013  -2.091
C  -1.866  4.899  -1.283
H  -1.514  0.058  -3.646
H  -0.172  0.095  -2.438
H  -1.744  2.345  -3.222
H  -2.703  1.742  -1.843
H  -1.181  -3.699  -0.645
H  -0.356  -5.551  -2.511
H  -0.261  -4.139  -4.879
H  -0.903  -1.605  -4.359
H  -4.941  -1.170  -0.918
H  -6.773  -1.612  -2.906
H  -5.288  -1.535  -5.234
H  -2.785  -1.184  -4.533
H  2.424  2.246  -0.483
H  4.248  1.979  -2.511
H  2.827  2.102  -4.803
H  0.159  2.140  -4.132
H  0.727  4.533  -3.189
H  -0.726  6.696  -3.825
H  -2.787  6.757  -2.024
H  -2.462  4.568  -0.457
S  -1.269  1.384  4.244
C  -0.404  0.370  5.290
C  -1.025  -0.238  6.430
C  -0.210  -0.871  7.354
C  1.156  -0.995  7.169
C  1.740  -0.377  6.053
C  0.990  0.250  5.072
H  -2.072  -0.061  6.579
H  -0.684  -1.222  8.281
H  1.774  -1.588  7.859
H  2.825  -0.329  5.950
H  1.456  0.791  4.234

***

No. 3
A molecular structure, C33H40N4P2Sn in a non-equilibrium geometry. Source: OMol25; level of theory: ωB97M-V with the def2-TZVPD basis set.

Its HOMO energy is -7.14 eV. Its multiplicity is 1. The value obtained for the energy relative to the best compared isomer or geometry (same formula, charge and spin) is 1.7 kcal per mole. As for the electronic energy: -2397.36377 Eh. Its orbital gap is 7.264 eV.

CARTESIAN COORDINATES (ANGSTROEM)
Sn  0.139  1.060  2.803
C  -1.822  1.970  -4.989
C  -1.955  0.681  -4.655
C  -1.150  -0.458  -5.201
C  0.327  -0.136  -5.560
C  1.061  0.721  -4.562
C  1.133  2.054  -4.620
C  0.488  2.901  -5.688
C  -0.961  2.498  -6.093
C  1.991  1.217  3.996
H  -2.392  2.753  -4.482
H  -2.748  0.355  -3.976
H  -1.645  -0.884  -6.094
H  -1.170  -1.271  -4.456
H  0.857  -1.101  -5.615
H  0.358  0.301  -6.567
H  1.586  0.150  -3.790
H  1.733  2.630  -3.908
H  1.098  2.911  -6.609
H  0.482  3.947  -5.339
H  -1.450  3.410  -6.472
H  -0.908  1.792  -6.932
H  1.677  1.751  4.903
H  2.776  1.769  3.471
H  2.353  0.219  4.267
P  1.795  -0.240  1.051
P  -1.279  -0.783  1.067
N  2.872  0.982  0.423
N  2.984  -1.468  1.541
N  -2.119  0.492  0.148
N  -2.685  -1.790  1.269
C  1.069  -0.887  -0.504
C  -0.292  -1.604  -0.250
C  2.962  2.326  0.799
C  3.967  2.921  0.060
C  4.525  1.920  -0.796
C  3.846  0.740  -0.553
C  3.932  -1.366  2.579
C  4.615  -2.568  2.676
C  4.078  -3.447  1.683
C  3.077  -2.761  1.019
C  -2.289  1.813  0.585
C  -2.537  2.621  -0.512
C  -2.551  1.780  -1.664
C  -2.336  0.484  -1.229
C  -3.787  -1.968  0.420
C  -4.726  -2.750  1.072
C  -4.179  -3.097  2.354
C  -2.939  -2.504  2.450
H  1.772  -1.572  -1.013
H  0.913  -0.026  -1.182
H  -0.863  -1.691  -1.189
H  -0.126  -2.634  0.116
H  2.291  2.727  1.543
H  4.270  3.953  0.123
H  5.333  2.053  -1.498
H  3.970  -0.248  -0.968
H  4.038  -0.453  3.142
H  5.407  -2.801  3.369
H  4.392  -4.456  1.476
H  2.424  -3.063  0.219
H  -2.241  2.064  1.635
H  -2.706  3.689  -0.525
H  -2.676  2.091  -2.688
H  -2.367  -0.448  -1.773
H  -3.812  -1.493  -0.546
H  -5.692  -3.038  0.690
H  -4.644  -3.712  3.107
H  -2.206  -2.508  3.240
C  -2.059  -1.309  6.673
C  -0.861  -1.795  6.130
C  -0.285  -1.157  5.011
C  -0.903  -0.026  4.475
C  -2.100  0.462  5.000
C  -2.687  -0.191  6.102
H  -2.505  -1.801  7.543
H  -0.374  -2.670  6.574
H  0.647  -1.552  4.591
H  -2.585  1.350  4.577
H  -3.627  0.172  6.529

***

No. 4
A molecular structure, C33H40N4P2W in a non-equilibrium geometry. Source: OMol25; level of theory: ωB97M-V with the def2-TZVPD basis set.

Its HOMO energy (alpha / beta) is -12.96 / -12.95 eV. Its multiplicity is 3. The net charge is +2. The value obtained for the energy relative to the best compared isomer or geometry (same formula, charge and spin) is 153.4 kcal per mole. As for the electronic energy: -2249.16790 Eh. Its orbital gap (alpha / beta) is 3.880 / 3.636 eV.

CARTESIAN COORDINATES (ANGSTROEM)
W  -0.537  0.217  0.847
C  3.627  -1.556  2.973
C  3.218  -0.629  2.132
C  2.970  -0.860  0.681
C  1.465  -1.132  0.310
C  1.176  -2.614  0.421
C  1.685  -3.538  1.311
C  3.100  -3.790  1.627
C  3.748  -3.055  2.843
C  -2.069  -0.992  1.698
H  4.134  -1.248  3.899
H  3.130  0.422  2.489
H  3.543  -1.713  0.273
H  3.368  0.025  0.171
H  1.117  0.672  0.685
H  1.393  -0.843  -0.773
H  0.282  -2.862  -0.164
H  0.989  -4.205  1.818
H  3.710  -3.634  0.732
H  3.135  -4.864  1.851
H  3.420  -3.505  3.810
H  4.837  -3.303  2.881
H  -1.620  -1.715  2.388
H  -2.880  -1.509  1.151
H  -2.491  -0.106  2.252
P  -1.861  -0.526  -0.874
P  0.124  2.280  -0.169
N  -1.959  -2.000  -2.094
N  -3.730  -0.087  -1.481
N  1.223  2.165  -1.756
N  0.510  4.189  -0.314
C  -1.175  0.774  -1.925
C  -1.396  2.108  -1.166
C  -2.399  -3.293  -1.848
C  -2.347  -4.037  -3.036
C  -1.957  -3.134  -4.069
C  -1.776  -1.878  -3.464
C  -4.909  -0.055  -0.773
C  -5.990  0.211  -1.628
C  -5.449  0.340  -2.930
C  -4.066  0.164  -2.806
C  2.453  1.547  -1.898
C  2.896  1.692  -3.216
C  1.882  2.402  -3.922
C  0.856  2.657  -3.019
C  1.475  4.851  -1.063
C  1.137  6.198  -1.220
C  -0.081  6.393  -0.480
C  -0.426  5.136  0.036
H  -1.566  0.801  -2.944
H  -0.117  0.477  -2.032
H  -1.523  2.966  -1.844
H  -2.273  2.068  -0.489
H  -2.680  -3.583  -0.855
H  -2.542  -5.101  -3.136
H  -1.794  -3.332  -5.116
H  -1.505  -0.935  -3.916
H  -4.906  -0.209  0.299
H  -7.040  0.282  -1.353
H  -5.975  0.519  -3.863
H  -3.326  0.240  -3.581
H  2.958  1.134  -1.050
H  3.844  1.322  -3.598
H  1.916  2.728  -4.944
H  -0.089  3.146  -3.188
H  2.322  4.335  -1.469
H  1.674  6.920  -1.803
H  -0.607  7.312  -0.360
H  -1.278  4.860  0.625
C  0.905  -1.000  5.798
C  0.763  0.337  5.425
C  0.459  0.691  4.080
C  0.196  -0.281  3.103
C  0.370  -1.604  3.521
C  0.726  -1.984  4.827
H  1.137  -1.295  6.846
H  0.896  1.114  6.208
H  0.437  1.738  3.750
H  0.260  -2.387  2.775
H  0.875  -3.037  5.091